Below is C39H52BeClF15LiN5O19S2 as an isolated structure in a non-equilibrium geometry, with properties calculated with ωB97M-V/def2-TZVPD.

Geometry as XYZ:
```
135
Properties=species:S:1:pos:R:3:mulliken_charge:R:1
F 0.587 -4.816 2.492 -0.2637
C 6.416 -6.330 -1.770 -0.8781
H -6.971 3.531 2.168 0.2833
H -1.238 2.899 7.843 0.3325
H -9.652 5.144 -0.113 0.3359
H 7.629 -3.708 -6.982 0.3246
C 4.249 -7.650 -0.807 1.3876
C 4.739 -5.016 -0.092 -0.7493
H 5.506 -4.342 -3.605 0.2230
C -11.935 7.898 -1.226 -0.7178
F 3.499 -10.708 -2.706 -0.1817
C 0.676 3.337 -3.664 0.3332
C -8.757 5.733 -0.323 -0.3276
C -3.793 2.780 2.223 -0.6435
H 6.655 -2.870 -3.978 0.3118
H -12.573 7.273 -1.876 0.2745
C 1.021 4.745 -3.855 -0.9396
H -7.385 5.672 1.349 0.0415
H 3.850 -0.867 2.551 0.1697
H -3.240 1.941 2.655 0.3451
H -1.461 2.087 1.126 0.3882
H -8.048 5.115 -0.884 0.2699
H -3.482 1.641 -1.017 0.3776
H -2.891 2.434 5.289 -0.0579
F 1.913 -3.751 -0.629 -0.2637
C -2.714 7.437 7.110 -0.6385
H 5.709 -0.588 0.206 0.2980
O 7.481 -2.882 -0.664 -0.5537
C 5.492 -3.545 1.629 -0.4974
O 5.455 -9.130 -4.110 -0.5528
H -4.826 9.371 0.238 0.2838
C -5.111 9.704 1.239 -0.5093
O -10.874 7.313 -0.674 -0.3397
C 1.802 -4.542 1.751 0.3395
O -1.697 -0.321 -3.837 -0.6376
H -3.771 7.256 6.902 0.2801
H -3.427 3.713 2.662 0.4136
N 0.405 2.239 -3.516 0.3583
F 6.290 -10.506 -2.068 -0.2494
C 7.101 -3.873 -1.327 -0.1076
H 6.769 -1.675 1.871 0.4965
O 0.149 0.944 -3.541 -0.0206
H 2.084 4.872 -4.075 0.3286
C -3.943 10.121 2.022 0.1965
H 6.541 -3.948 1.432 0.3514
C 3.448 -9.042 -0.769 0.2828
S 2.285 -6.182 1.027 1.6163
H -3.873 4.930 0.684 0.4194
F 2.862 -8.446 -3.108 -0.1569
C 7.075 -4.845 -5.108 -0.2702
C -8.152 6.317 0.915 -0.0785
C 5.564 -7.635 -1.726 -0.0095
O 4.523 -3.790 0.580 -0.1933
H 0.461 5.186 -4.684 0.3037
H 6.335 -4.998 -7.235 0.3241
H -5.440 2.596 3.593 0.4692
C 6.022 -5.023 -0.995 0.6525
H -3.531 4.199 -0.911 0.5497
H -2.536 7.484 8.187 0.2917
F -0.423 -2.799 -2.002 -0.1957
Be 7.450 -7.629 -0.174 0.1676
C -0.422 -2.112 -0.774 0.5939
H -8.900 6.543 1.681 0.3234
N 7.537 -4.332 -2.692 0.0458
O 5.163 -1.376 0.450 -0.4707
O -6.036 3.701 1.981 -0.3786
H 5.326 -2.673 -7.512 0.3440
H 5.707 -2.189 -5.779 0.2149
H 8.228 -4.933 -5.097 0.2888
H -0.588 2.442 6.274 0.3061
F 2.298 -9.159 0.104 -0.3251
O -2.729 4.951 8.027 -0.5494
C -1.122 0.687 -3.384 0.6684
C 7.740 -5.803 -2.440 -0.0192
F 2.690 -4.071 2.788 -0.2380
O -9.076 6.878 -1.096 -0.2724
C -8.259 7.886 -0.674 0.7252
H 3.526 -3.598 -6.700 0.2902
H -5.827 10.520 1.118 0.3119
C -3.847 1.586 0.010 -0.9414
F -0.754 -2.452 1.605 -0.2745
H 5.396 -0.341 3.388 0.3296
Li 3.715 -8.476 1.405 0.9982
O 8.875 -6.219 -2.722 -0.4780
N 4.242 -3.844 -5.999 -0.5478
F 0.381 -0.937 -0.736 -0.2410
C 5.486 -3.095 -6.443 -0.4084
C -0.145 -3.125 0.483 0.4409
H 4.443 -4.852 -6.172 0.2037
F 1.482 -9.907 -2.079 -0.2701
F -1.779 -1.666 -0.576 -0.2440
N -3.026 10.448 2.638 -0.3947
Cl -5.375 5.420 -1.593 -0.6871
H 4.692 -2.038 3.788 0.2144
O -1.919 6.423 6.496 -0.3257
C 3.818 -6.284 0.009 -0.8186
N -3.415 2.835 0.733 0.4622
O 1.129 -6.500 0.082 -0.6010
H -4.935 1.529 0.011 0.2937
H -2.734 1.267 6.623 0.4019
C 5.657 -1.917 1.723 0.1156
O -8.150 8.944 -1.226 -0.5714
H -1.608 3.877 1.148 0.3512
F 2.082 -2.204 1.165 -0.2529
C 6.595 -4.006 -3.808 -0.1745
S 6.195 -8.997 -2.781 1.2136
C -1.910 2.958 0.643 -0.9348
H 5.177 -3.886 2.673 0.3829
H -12.686 8.323 -0.533 0.2803
H -3.416 0.725 0.523 0.4380
C -4.031 4.059 0.047 -1.4584
F -0.882 -4.305 0.117 -0.2235
C 6.683 -4.165 -6.515 -0.9411
O -7.585 7.535 0.453 -0.2257
H 0.800 5.336 -2.962 0.2995
H -5.083 3.880 -0.136 0.4154
C -5.287 2.617 2.511 -0.8448
C -2.724 2.328 6.364 -0.7481
H -2.433 8.395 6.672 0.2474
C 2.873 -9.543 -2.221 0.6258
C -1.409 2.968 6.766 -0.2673
O 7.638 -8.748 -3.220 -0.5637
F 4.363 -10.029 -0.172 -0.2704
C 1.424 -3.390 0.679 0.8264
H 6.677 -5.923 -5.010 0.1326
H -3.570 2.808 6.864 0.3453
H -1.628 2.991 -0.412 0.2815
H -11.746 8.766 -1.886 0.3046
O 2.314 -7.145 2.243 -0.8233
H -5.641 8.877 1.717 0.1170
H -5.674 1.680 2.098 0.4216
C -2.058 5.208 7.056 0.7690
O -1.925 1.423 -2.756 -0.7016
C 4.853 -1.270 2.957 -0.9698
O -1.344 4.331 6.329 -0.3565
```

- E_LUMO (eV) = -4.825
- gap between HOMO and LUMO (eV) = 0.6641



Below is C39H52InN11O2 as an isolated structure in a non-equilibrium geometry, with properties calculated with ωB97M-V/def2-TZVPD.

Geometry as XYZ:
```
105
Properties=species:S:1:pos:R:3:mulliken_charge:R:1
C -2.345 -6.065 -0.245 -0.8550
H 3.413 1.282 -2.047 0.2272
C -2.974 0.140 4.588 0.4291
N 3.428 7.324 1.469 -0.3740
H -9.689 -0.837 -2.739 0.1227
C 7.216 -0.380 4.616 -0.5483
H 6.187 -5.265 -1.257 0.2298
H -3.740 -2.128 -0.471 0.2124
C 5.081 -5.119 3.697 -0.5229
H -8.213 -0.992 -1.760 0.2388
C -0.962 0.876 1.592 -0.4880
C -9.955 -0.427 -0.662 0.2318
H -10.343 -2.874 -5.077 0.2667
C 2.769 2.069 0.111 0.9380
H -1.992 -2.515 -1.072 0.1277
H -3.734 2.118 4.821 0.2562
H -2.213 3.250 -0.923 0.3562
C -0.652 3.649 1.430 -1.3153
H 0.103 6.115 -5.284 0.2437
H 5.785 6.755 -0.646 0.2575
H -3.082 -1.474 -2.133 -0.0763
H 7.691 0.562 4.337 0.2848
H -4.448 -0.113 -5.321 0.2892
C 3.129 1.005 -0.969 -0.7676
H -2.178 -6.991 0.308 0.3257
H 4.795 -4.101 3.970 0.0468
H 4.287 6.873 -1.595 0.2312
C 4.065 7.325 0.477 0.3308
C -2.274 -0.417 -0.335 0.8148
C -8.382 -2.267 -5.654 0.4273
H -9.029 -3.653 -4.168 0.2638
N 7.421 -0.757 7.262 -0.4575
H 3.369 -1.348 -1.332 0.1563
H 5.321 -5.726 -2.739 0.2900
N -2.089 -0.605 4.364 -0.4446
H -0.352 0.872 2.561 0.3931
C 5.426 -3.625 -2.389 0.3559
N 5.501 -2.515 -2.780 -0.3969
N 1.534 6.420 -8.157 -0.4864
H 7.706 -1.197 4.085 0.2505
C -9.123 -0.408 -1.909 -0.4118
C 7.332 -0.591 6.097 0.3562
H 1.358 4.861 -5.340 0.2118
C -2.561 0.938 -1.031 -0.8278
H 0.996 6.341 0.431 -0.4114
H 3.136 3.720 -1.317 0.2949
H 4.414 -5.169 -1.316 0.2074
C 3.711 -0.128 6.473 -0.9112
H 3.210 -3.196 0.692 0.0375
O 0.652 4.228 -3.165 -0.6430
H -9.369 -4.149 -5.841 0.3289
C 2.418 0.153 1.914 -0.2844
N 3.940 -5.804 1.357 -0.4678
In 0.720 4.617 -0.082 0.9047
H -3.153 1.024 -2.010 0.1741
C 5.331 -5.036 -1.893 -0.6770
H 1.520 -2.728 1.253 -0.0050
N -6.208 -1.173 -2.843 -0.4234
C -2.016 2.245 -0.423 -0.4279
C 2.424 1.657 1.567 -0.4210
C -4.721 -1.139 -5.073 -0.8862
H 4.551 -0.421 7.107 0.2833
N 3.121 -2.105 4.768 -0.5273
H 2.849 0.091 7.104 0.3496
H 2.889 -2.524 2.463 -0.1048
H 4.753 -5.803 4.482 0.2712
H -0.201 4.593 -6.147 0.2514
H 6.164 -0.347 4.327 0.1184
H 3.514 4.213 0.422 0.2509
H 6.168 -5.173 3.608 0.2622
C 3.113 -0.507 -0.595 -0.5218
C 4.444 -5.495 2.395 0.4213
H 2.164 2.472 2.328 0.2131
H -1.561 4.298 1.724 0.3728
H 5.123 8.350 -1.065 0.3268
H -1.246 -1.481 1.554 0.2447
C 3.381 -1.236 5.522 0.4668
H -5.284 -1.568 -5.902 0.3706
C -2.832 -1.740 -1.047 -0.3596
H -3.413 -5.841 -0.251 0.2636
H 3.982 0.771 5.916 0.2752
C -9.343 -3.302 -5.153 -0.8175
H -3.812 -1.723 -4.919 0.3144
H -4.499 0.902 5.869 0.3153
C -1.593 -4.943 0.402 0.3924
C -4.097 1.090 4.872 -0.7882
H -2.003 -6.197 -1.273 0.2608
N -7.626 -1.453 -6.049 -0.4722
C 2.739 -0.931 0.843 0.5934
C 0.556 5.340 -5.903 -0.5725
N -0.995 -4.050 0.914 -0.3848
C -5.555 -1.158 -3.825 0.3200
C -1.480 -0.510 1.005 -0.6694
N -10.611 -0.442 0.319 -0.4229
H -0.065 3.462 2.407 0.1728
H -8.850 0.619 -2.158 0.2879
C -1.187 2.245 0.906 0.5845
C 4.867 7.326 -0.788 -0.7331
H 2.136 -0.142 2.992 0.1683
O -1.380 5.100 -2.553 -0.7752
C 2.643 -2.462 1.353 -0.0119
C 2.778 3.628 -0.227 -1.2942
H -4.891 0.956 4.135 0.2485
C 1.103 5.944 -7.164 0.3113
C -0.105 4.646 -2.195 0.1614
```

- E_LUMO (eV) = 2.722
- charge = -2
- gap between HOMO and LUMO (eV) = 3.0332



In Eh, the DFT total energy values for the records above are, in order, -5996.32198 -2459.72042.